No. 1
Density functional theory data (the ωB97M-V functional and the def2-TZVPD basis) for one molecule with the formula C4H8S2 at a distorted geometry.

Summary:
SMILES: CC[C@H](S)C=S
energy above the lowest of the compared OMol25 structures with the same formula, charge and spin: 109.4 kJ/mol
multiplicity: 1
HOMO-LUMO gap: 8.48 eV
HOMO: -8.96 eV

Bonds (Å) are listed after each position.
Atoms and positions in Å:
1 C -0.84243 1.64366 -0.29220  C2 1.532, H7 1.085, H8 1.070, H9 1.113
2 C -0.95291 0.18848 0.17400  C1 1.532, C3 1.528, H10 1.106, H11 1.128
3 C 0.21445 -0.69771 -0.25970  C2 1.528, S4 1.844, C5 1.560, H12 1.082
4 S -0.32265 -2.45986 -0.17300  C3 1.844, H13 1.322
5 C 1.52864 -0.45436 0.54500  C3 1.560, S6 1.595, H14 1.074
6 S 2.90713 -0.27608 -0.23634  C5 1.595
7 H -0.93867 1.79564 -1.36239  C1 1.085
8 H -1.64268 2.21075 0.13601  C1 1.070
9 H 0.12813 2.01526 0.10533  C1 1.113
10 H -0.95459 0.13687 1.27856  C2 1.106
11 H -1.88993 -0.28479 -0.23871  C2 1.128
12 H 0.53192 -0.49613 -1.27373  C3 1.082
13 H 0.89429 -2.94835 -0.00200  S4 1.322
14 H 1.33930 -0.37338 1.59916  C5 1.074

---

No. 2
Density functional theory data (the ωB97M-V functional and the def2-TZVPD basis) for one molecule with the formula C5H8N2S at a distorted geometry.

Summary:
SMILES: N#C[C@H]1NCC[C@@H]1S
energy above the lowest of the compared OMol25 structures with the same formula, charge and spin: 86.5 kJ/mol
multiplicity: 1
HOMO-LUMO gap: 10.18 eV
HOMO: -9.53 eV

Bonds (Å) are listed after each position.
Atoms and positions in Å:
1 N 2.92578 -0.93663 -0.23024  C2 1.167
2 C 1.92645 -0.39248 0.02914  N1 1.167, C3 1.467
3 C 0.67924 0.29366 0.38470  C2 1.467, N4 1.451, C7 1.543, H9 1.100
4 N 0.69801 1.68696 -0.02117  C3 1.451, C5 1.462, H10 1.042
5 C -0.67848 2.16337 0.10646  N4 1.462, C6 1.549, H11 1.101, H12 1.106
6 C -1.53953 0.94265 -0.30359  C5 1.549, C7 1.543, H13 1.069, H14 1.120
7 C -0.53931 -0.22772 -0.40626  C3 1.543, C6 1.543, S8 1.808, H15 1.113
8 S -1.15006 -1.85867 0.07776  C7 1.808, H16 1.316
9 H 0.50001 0.14558 1.45986  C3 1.100
10 H 1.35267 2.24122 0.57087  N4 1.042
11 H -0.92040 2.45494 1.14031  C5 1.101
12 H -0.84359 3.03670 -0.55197  C5 1.106
13 H -2.03743 1.08059 -1.23913  C6 1.069
14 H -2.33093 0.72271 0.45744  C6 1.120
15 H -0.19719 -0.35991 -1.45669  C7 1.113
16 H -1.57894 -1.51226 1.27230  S8 1.316

---

No. 3
Density functional theory data (the ωB97M-V functional and the def2-TZVPD basis) for one molecule with the formula C5H6N2S at a distorted geometry.

Summary:
SMILES: Cc1c[nH]c(C=S)n1
energy above the lowest of the compared OMol25 structures with the same formula, charge and spin: 264.0 kJ/mol
multiplicity: 1
HOMO-LUMO gap: 7.76 eV
HOMO: -8.33 eV

Bonds (Å) are listed after each position.
Atoms and positions in Å:
1 C 3.29737 -0.62130 -0.05887  C2 1.542, H9 1.116, H10 1.178, H11 1.237
2 C 1.83414 -0.13781 -0.10762  C1 1.542, C3 1.455, N8 1.242
3 C 1.44211 1.26376 -0.11333  C2 1.455, N4 1.330, H12 1.085
4 N 0.12535 1.17489 0.05419  C3 1.330, C5 1.382, H13 1.121
5 C -0.27372 -0.14804 0.06928  N4 1.382, C6 1.490, N8 1.302
6 C -1.59226 -0.84159 0.06894  C5 1.490, S7 1.569, H14 1.083
7 S -2.89632 0.02148 -0.05941  C6 1.569
8 N 0.82398 -0.84681 0.03003  C2 1.242, C5 1.302
9 H 3.60976 -1.43855 -0.75243  C1 1.116
10 H 3.96466 0.34630 0.02056  C1 1.178
11 H 3.60100 -0.74737 1.13378  C1 1.237
12 H 2.22156 1.97579 0.13519  C3 1.085
13 H -0.54009 2.01724 0.37754  N4 1.121
14 H -1.40693 -1.88386 0.29596  C6 1.083

---

No. 4
Density functional theory data (the ωB97M-V functional and the def2-TZVPD basis) for a 4-piece molecular cluster, C5H15NO5 overall at a distorted geometry.

Summary:
SMILES: C[C@H](C=O)N(C)C=O.O.O.O
energy above the lowest of the compared OMol25 structures with the same formula, charge and spin: 175.4 kJ/mol
multiplicity: 1
HOMO-LUMO gap: 10.15 eV
HOMO: -9.86 eV

Bonds (Å) are listed after each position.
Atoms and positions in Å:
1 C -1.13390 2.32357 0.20170  C2 1.509, H9 1.108, H10 1.082, H11 1.084
2 C -1.27752 1.13794 1.12441  C1 1.509, C3 1.516, N5 1.519, H12 1.095
3 C -0.37435 1.22833 2.33819  C2 1.516, O4 1.210, H13 1.098
4 O -0.59507 0.55337 3.31786  C3 1.210
5 N -1.03634 -0.25765 0.57452  C2 1.519, C6 1.489, C7 1.385
6 C -1.84157 -1.30594 1.25960  N5 1.489, H14 1.085, H15 1.093, H16 1.093
7 C -0.66094 -0.57870 -0.71924  N5 1.385, O8 1.218, H17 1.095
8 O -0.07221 0.20555 -1.44130  C7 1.218
9 H -2.12254 2.45567 -0.28132  C1 1.108
10 H -0.91978 3.25819 0.70402  C1 1.082
11 H -0.58426 2.10033 -0.70525  C1 1.084
12 H -2.32399 1.03901 1.43071  C2 1.095
13 H 0.55257 1.81769 2.34817  C3 1.098
14 H -1.81434 -1.00931 2.30307  C6 1.085
15 H -2.85737 -1.42109 0.87158  C6 1.093
16 H -1.24822 -2.20894 1.09791  C6 1.093
17 H -0.96798 -1.58428 -1.02617  C7 1.095
18 O 1.88465 -0.95715 0.46332  H19 0.970, H20 0.956
19 H 1.88255 -0.32574 1.20026  O18 0.970
20 H 1.78836 -0.56319 -0.40275  O18 0.956
21 O 2.30280 -0.10315 -3.24708  H22 0.958, H23 0.977
22 H 1.36460 -0.12988 -3.05446  O21 0.958
23 H 2.57387 0.80782 -3.47269  O21 0.977
24 O 2.72313 -2.47420 -1.76275  H25 0.979, H26 0.977
25 H 2.48865 -2.22899 -0.84449  O24 0.979
26 H 2.26920 -1.77927 -2.27782  O24 0.977